# 1
DFT (wB97M-V/def2-TZVPD) results for C5H5FO2 in the gas phase in a non-equilibrium geometry.

Summary:
- ΔE to the lowest compared entry with this formula, charge and spin (kcal/mol) = 69.1
- SMILES = O=C1C[C@@]2(F)C[C@@H]2O1
- HOMO level (eV) = -10.03
- orbital gap (eV) = 10.70
- LUMO energy (eV) = 0.67

Last column: Löwdin charge in e.
CARTESIAN COORDINATES (ANGSTROEM)
1 O -2.82180 -0.01275 -0.48180  0.140
2 C -1.64143 -0.11382 -0.28624  -0.400
3 C -0.74627 0.85687 0.57886  0.004
4 C 0.56941 0.52237 -0.03568  -0.367
5 F 0.45932 1.00377 -1.32538  0.033
6 C 1.76691 -0.40256 -0.15097  0.068
7 C 0.37331 -0.95620 -0.10460  -0.200
8 O -0.86530 -1.14630 -0.83107  0.069
9 H -1.09239 1.90779 0.53708  0.138
10 H -0.86430 0.60281 1.61752  0.126
11 H 2.31013 -0.14864 -1.06680  0.127
12 H 2.35891 -0.68648 0.69149  0.107
13 H 0.19348 -1.42686 0.85758  0.155

***

# 2
DFT (wB97M-V/def2-TZVPD) results for 4 unconnected molecules or ions with the total composition C3H12O4 in a non-equilibrium geometry.

Summary:
- ΔE to the lowest compared entry with this formula, charge and spin (kcal/mol) = 35.5
- SMILES = C/C=C/O.O.O.O
- HOMO level (eV) = -8.69
- orbital gap (eV) = 9.22
- LUMO energy (eV) = 0.53

Last column: Löwdin charge in e.
CARTESIAN COORDINATES (ANGSTROEM)
1 C -1.08860 -2.24612 -0.06687  -0.108
2 C -0.43525 -1.01575 0.50124  -0.150
3 C 0.84120 -0.64814 0.41699  -0.224
4 O 1.41363 0.51953 0.83430  -0.010
5 H -2.05272 -2.41554 0.39123  0.067
6 H -1.04554 -2.25040 -1.15566  0.034
7 H -0.43656 -3.13426 0.02334  0.079
8 H -1.08572 -0.32391 1.03500  0.102
9 H 1.64308 -1.36294 0.26177  0.121
10 H 0.84210 1.25769 0.88840  0.080
11 O -0.36825 -1.56124 -3.09030  -0.048
12 H 0.10265 -0.76416 -3.28494  0.029
13 H 0.27755 -2.26664 -3.24042  0.052
14 O -1.89381 5.50911 -1.77425  -0.057
15 H -2.74897 5.75831 -1.45964  0.013
16 H -1.32850 5.74811 -1.01759  0.044
17 O 2.56370 -0.04797 3.89874  -0.067
18 H 2.52801 0.19490 2.94371  0.027
19 H 2.27201 -0.95058 3.89495  0.015

***

# 3
DFT (wB97M-V/def2-TZVPD) results for a molecular structure, CH2Br2 in a non-equilibrium geometry.

Summary:
- ΔE to the lowest compared entry with this formula, charge and spin (kcal/mol) = 1.2
- HOMO level (eV) = -10.21
- orbital gap (eV) = 10.54
- LUMO energy (eV) = 0.34

Last column: Löwdin charge in e.
CARTESIAN COORDINATES (ANGSTROEM)
1 Br 1.12839 1.11076 0.96989  0.497
2 Br 0.13324 -1.81776 0.29958  0.515
3 C -0.16013 0.07507 -0.12584  -1.006
4 H -1.18769 0.39418 0.02372  0.005
5 H 0.08618 0.23775 -1.16735  -0.010

***

# 4
DFT (wB97M-V/def2-TZVPD) results for C4H5NO2 in the gas phase in a non-equilibrium geometry.

Summary:
- ΔE to the lowest compared entry with this formula, charge and spin (kcal/mol) = 56.4
- SMILES = OCc1ccon1
- HOMO level (eV) = -10.06
- orbital gap (eV) = 10.98
- LUMO energy (eV) = 0.92

Last column: Löwdin charge in e.
CARTESIAN COORDINATES (ANGSTROEM)
1 O 1.74003 -0.44494 1.67888  -0.043
2 C 1.49723 -0.05127 0.35681  -0.221
3 C 0.06626 -0.15185 -0.01207  -0.301
4 C -0.60833 0.53070 -1.08155  0.006
5 C -1.90888 0.36687 -0.72065  -0.129
6 O -2.01492 -0.49543 0.27227  -0.025
7 N -0.75222 -0.81125 0.75098  0.121
8 H 1.12310 -1.16143 1.88519  0.080
9 H 1.81517 0.99365 0.24748  0.135
10 H 2.02481 -0.64996 -0.39121  0.126
11 H -0.20476 0.91021 -2.02633  0.119
12 H -2.77749 0.96471 -0.95979  0.131

***

# 5
DFT (wB97M-V/def2-TZVPD) results for 7 unconnected molecules or ions with the total composition C2H18O7 in a non-equilibrium geometry.

Summary:
- ΔE to the lowest compared entry with this formula, charge and spin (kcal/mol) = 49.0
- HOMO level (eV) = -7.80
- orbital gap (eV) = 7.67
- LUMO energy (eV) = -0.13

Last column: Löwdin charge in e.
CARTESIAN COORDINATES (ANGSTROEM)
1 O 0.29852 -0.88722 1.30396  0.214
2 H -0.26548 -0.59522 2.02996  0.064
3 H -0.14248 -0.47222 0.51396  0.075
4 H 1.18252 -0.50822 1.46296  0.076
5 C -1.35848 -1.59922 -2.63804  -0.085
6 C -0.05248 -1.13722 -1.96504  -0.438
7 O -0.24448 -0.07422 -1.13704  -0.350
8 H -2.05548 -1.83522 -1.84504  0.051
9 H -1.29348 -2.41022 -3.37404  0.068
10 H -1.85648 -0.73822 -3.06204  0.064
11 H 0.69152 -0.93322 -2.65304  0.065
12 H 0.36252 -1.97622 -1.34304  0.106
13 O 1.87952 1.39878 -1.65004  -0.071
14 H 1.14452 0.89378 -1.35704  -0.072
15 H 1.59852 1.72378 -2.50704  0.033
16 O 0.38052 1.95078 1.35296  -0.035
17 H 0.92252 2.43878 1.95596  0.031
18 H 0.32552 2.50178 0.56696  0.053
19 O -2.71648 -0.04822 -0.07304  -0.051
20 H -1.90148 -0.10622 -0.46304  -0.102
21 H -2.65548 0.90578 0.16296  0.057
22 O 2.74552 0.19178 1.32096  -0.013
23 H 3.44652 0.31778 1.99496  0.091
24 H 3.23552 0.12578 0.52996  0.043
25 O -1.02648 0.11078 3.39696  -0.003
26 H -1.94548 0.35678 3.25096  0.080
27 H -0.69948 0.40478 4.22396  0.049

***

# 6
DFT (wB97M-V/def2-TZVPD) results for 2 unconnected molecules or ions with the total composition C5H7N in a non-equilibrium geometry.

Summary:
- ΔE to the lowest compared entry with this formula, charge and spin (kcal/mol) = 45.7
- SMILES = C=CC#N.C=C
- HOMO level (eV) = -10.18
- orbital gap (eV) = 10.60
- LUMO energy (eV) = 0.42

Last column: Löwdin charge in e.
CARTESIAN COORDINATES (ANGSTROEM)
1 C -1.25644 -1.00894 0.90286  0.043
2 C -1.95814 -0.58061 -0.14595  -0.163
3 C -1.52882 0.50625 -0.98526  -0.242
4 N -1.21276 1.37947 -1.67839  0.153
5 H -0.30309 -0.56575 1.17393  0.046
6 H -1.62575 -1.83283 1.50553  0.068
7 H -2.90473 -1.03445 -0.42362  0.100
8 C 1.61962 1.09275 0.25691  -0.093
9 C 1.93125 -0.04064 -0.36388  -0.088
10 H 0.88095 1.77471 -0.15687  0.030
11 H 2.08632 1.37866 1.19682  0.050
12 H 2.66915 -0.73262 0.03615  0.048
13 H 1.45951 -0.31762 -1.30457  0.049

***

# 7
DFT (wB97M-V/def2-TZVPD) results for 2 unconnected molecules or ions with the total composition C2H3ClSi in a non-equilibrium geometry.

Summary:
- ΔE to the lowest compared entry with this formula, charge and spin (kcal/mol) = 96.2
- HOMO level (eV) = -9.29
- orbital gap (eV) = 9.18
- LUMO energy (eV) = -0.11

Last column: Löwdin charge in e.
CARTESIAN COORDINATES (ANGSTROEM)
1 C -0.69878 -0.83148 -0.02853  -0.333
2 C -1.66588 0.06533 -0.02806  -0.983
3 Si 0.06871 0.86450 -0.02609  0.668
4 Cl -3.35890 0.14531 -0.00017  0.602
5 H -0.90357 -2.53667 0.04792  0.198
6 H 0.59219 1.46824 1.19056  -0.077
7 H 0.57578 1.49502 -1.23566  -0.077

***

# 8
DFT (wB97M-V/def2-TZVPD) results for C6H10 in the gas phase in a non-equilibrium geometry.

Summary:
- ΔE to the lowest compared entry with this formula, charge and spin (kcal/mol) = 21.2
- SMILES = C=C/C(C)=C/C
- HOMO level (eV) = -8.83
- orbital gap (eV) = 9.96
- LUMO energy (eV) = 1.13

Last column: Löwdin charge in e.
CARTESIAN COORDINATES (ANGSTROEM)
1 C -2.38568 -0.20951 0.71375  0.008
2 C -1.63133 -0.27837 -0.37154  -0.166
3 C -0.17808 -0.03812 -0.34720  -0.341
4 C 0.29066 1.07949 -1.22259  -0.054
5 C 0.58011 -0.73363 0.49425  -0.116
6 C 2.05270 -0.48362 0.69802  -0.105
7 H -1.99286 0.10127 1.67062  0.061
8 H -3.45130 -0.41250 0.69829  0.052
9 H -2.10101 -0.50654 -1.32761  0.105
10 H -0.11504 2.04854 -0.91755  0.089
11 H 0.06911 0.87513 -2.26537  0.079
12 H 1.37857 1.23519 -1.20202  0.069
13 H 0.14699 -1.53564 1.07881  0.105
14 H 2.65054 -0.47282 -0.20882  0.068
15 H 2.46982 -1.19775 1.40853  0.065
16 H 2.21683 0.52888 1.10044  0.080